Below is the molecule CH4O4Si in a non-equilibrium geometry, with properties calculated with ωB97M-V with the def2-TZVPD basis set.

Properties
2S+1   1
Energy   -630.85470 hartree
LUMO energy   0.0122 Ha
Orbital gap   11.28 eV
HOMO   -10.95 eV
SMILES string   O=C(O)OO[SiH3]
Largest force on an atom   0.0554 hartree/bohr
Energy above the lowest of the compared OMol25 structures with the same formula, charge and spin   144.1 kcal/mol

Geometry (Å):
O (1.908331, 1.151765, 0.587028)
C (2.226796, 0.133614, 0.083278)
O (3.469357, -0.188692, -0.145666)
O (1.420930, -0.999185, -0.241835)
O (-0.038896, -1.126337, -0.046552)
Si (-0.854958, 0.321421, -0.440006)
H (3.701013, -0.932754, -0.728057)
H (-1.182573, 1.282382, 0.621177)
H (-2.242976, -0.182817, -0.413871)
H (-0.589788, 0.605863, -1.783283)

Forces on the atoms, in the same order (eV/Å):
-1.0379 0.5163 -0.0251
-1.7524 -1.8605 0.3493
1.5956 -0.1347 -0.5858
0.6758 0.0784 -0.3903
1.5626 1.6036 0.3945
-2.0203 -1.1524 1.6425
-0.8458 0.0950 0.3299
1.0965 0.5368 -0.0464
-0.0573 -0.5599 -0.3664
0.7832 0.8774 -1.3023


Below is CH4OS2 as an isolated structure in a non-equilibrium geometry, with properties calculated with ωB97M-V with the def2-TZVPD basis set.

Properties
2S+1   1
Energy   -912.05211 hartree
LUMO energy   -0.0003 Ha
Orbital gap   8.93 eV
HOMO   -8.94 eV
Largest force on an atom   0.0495 hartree/bohr
Energy above the lowest of the compared OMol25 structures with the same formula, charge and spin   24.7 kcal/mol

Geometry (Å):
C (0.521683, -1.286472, -0.337839)
H (1.255264, -3.022047, -0.125604)
H (0.726875, -1.424832, -1.402228)
H (-0.871954, 1.732248, 0.042502)
H (-1.714995, 3.458635, 0.344873)
O (0.873211, -2.323453, 0.423611)
S (-0.149398, 0.060535, 0.241298)
S (-0.640685, 2.805385, 0.813387)

Forces on the atoms, in the same order (eV/Å):
-0.0475 -0.1498 -0.0787
0.0010 0.0350 0.0766
-0.0454 0.0028 0.0537
-0.4265 1.2536 -0.2600
0.0730 0.1321 0.0731
0.0750 0.0164 -0.0955
0.8016 -2.4185 -0.0063
-0.4313 1.1284 0.2371


Below is the molecule CH4OS2 in a non-equilibrium geometry, with properties calculated with ωB97M-V with the def2-TZVPD basis set.

Properties
2S+1   1
Energy   -912.06918 hartree
LUMO energy   0.0203 Ha
Orbital gap   10.04 eV
HOMO   -9.48 eV
SMILES string   OC(S)S
Largest force on an atom   0.0657 hartree/bohr
Energy above the lowest of the compared OMol25 structures with the same formula, charge and spin   14.0 kcal/mol

Geometry (Å):
O (0.614103, -0.405042, 1.378379)
C (-0.266569, 0.191907, 0.540999)
S (0.983952, 1.244750, -0.629458)
S (-1.322553, -0.821635, -0.364475)
H (1.190979, -1.122440, 0.927508)
H (-0.975800, 0.890351, 1.148004)
H (0.142721, 1.040154, -1.692358)
H (-0.366833, -1.018044, -1.308598)

Forces on the atoms, in the same order (eV/Å):
1.6293 -2.3009 0.7705
0.8895 3.2326 0.4058
-2.3417 -0.9046 0.0755
-0.4429 -1.0003 -1.5501
-1.6362 1.8751 0.7448
1.7076 -0.9984 -0.9027
0.7123 0.5000 0.3676
-0.5179 -0.4035 0.0885


Below is the molecule CH4P2 in a non-equilibrium geometry, with properties calculated with ωB97M-V with the def2-TZVPD basis set.

Properties
2S+1   3
Energy   -722.94254 hartree
⟨S²⟩   2.02
LUMO energy (alpha / beta)   0.0157 / -0.0702 Ha
Orbital gap (alpha / beta)   7.94 / 6.28 eV
HOMO (alpha / beta)   -7.51 / -8.19 eV
Largest force on an atom   0.0914 hartree/bohr
Energy above the lowest of the compared OMol25 structures with the same formula, charge and spin   47.7 kcal/mol

Geometry (Å):
C (0.430410, 0.880593, -0.022503)
P (-1.957718, -0.652307, 0.059000)
P (-0.027363, -0.887175, 0.013562)
H (0.640468, 1.318920, 0.976298)
H (-1.997362, -0.905849, 1.494247)
H (0.911360, -1.664985, -0.539896)
H (0.032804, -1.619107, 1.254817)

Forces on the atoms, in the same order (eV/Å):
1.3223 -1.7732 1.0901
-4.6968 -0.1078 0.1915
2.1842 1.7290 2.4404
-0.3992 0.4058 -0.8529
0.1061 -0.1476 -0.9677
0.8037 -0.8225 -1.6404
0.6797 0.7163 -0.2611


Below is a 2-piece molecular cluster, CH4P2S overall in a non-equilibrium geometry, with properties calculated with ωB97M-V with the def2-TZVPD basis set.

Properties
2S+1   3
Energy   -1121.24893 hartree
⟨S²⟩   2.01
LUMO energy (alpha / beta)   0.0176 / -0.0678 Ha
Orbital gap (alpha / beta)   7.05 / 7.44 eV
HOMO (alpha / beta)   -6.57 / -9.28 eV
Largest force on an atom   0.0950 hartree/bohr
Energy above the lowest of the compared OMol25 structures with the same formula, charge and spin   30.8 kcal/mol

Geometry (Å):
C (0.806104, 0.450823, 0.230020)
P (-2.256296, -1.065931, 0.041357)
P (-1.430659, 0.448931, -1.191007)
S (-2.544173, 0.994913, 0.492369)
H (1.746675, 0.162675, -0.331466)
H (0.314802, -0.263148, 0.764619)
H (0.624861, 1.511372, 0.686689)
H (-3.395567, -1.512045, -0.802988)

Forces on the atoms, in the same order (eV/Å):
3.3502 3.5350 0.4026
-0.7320 -1.2120 -0.0702
-1.2616 0.5824 -1.0865
-0.0818 -0.1872 -0.4599
-1.4002 0.6785 0.7146
-1.2062 -2.1378 1.1620
0.7445 -2.0007 -1.3150
0.5871 0.7419 0.6524


Q: What is the energy in the fourth record?
A: -722.94254 hartree


What did the fifth record say?
Below is a 2-piece molecular cluster, CH4P2S overall in a non-equilibrium geometry, with properties calculated with ωB97M-V with the def2-TZVPD basis set.

Properties
2S+1   3
Energy   -1121.24893 hartree
⟨S²⟩   2.01
LUMO energy (alpha / beta)   0.0176 / -0.0678 Ha
Orbital gap (alpha / beta)   7.05 / 7.44 eV
HOMO (alpha / beta)   -6.57 / -9.28 eV
Largest force on an atom   0.0950 hartree/bohr
Energy above the lowest of the compared OMol25 structures with the same formula, charge and spin   30.8 kcal/mol

Geometry (Å):
C (0.806104, 0.450823, 0.230020)
P (-2.256296, -1.065931, 0.041357)
P (-1.430659, 0.448931, -1.191007)
S (-2.544173, 0.994913, 0.492369)
H (1.746675, 0.162675, -0.331466)
H (0.314802, -0.263148, 0.764619)
H (0.624861, 1.511372, 0.686689)
H (-3.395567, -1.512045, -0.802988)

Forces on the atoms, in the same order (eV/Å):
3.3502 3.5350 0.4026
-0.7320 -1.2120 -0.0702
-1.2616 0.5824 -1.0865
-0.0818 -0.1872 -0.4599
-1.4002 0.6785 0.7146
-1.2062 -2.1378 1.1620
0.7445 -2.0007 -1.3150
0.5871 0.7419 0.6524


Q: Which of these has the highest largest force on an atom?
A: CH4P2S